This record from the Open Molecules 2025 dataset describes 2 unconnected molecules or ions with the total composition C3H8NOS. The level of theory is ωB97M-V/def2-TZVPD.

```
14
Properties=species:S:1:pos:R:3
C 2.1943 0.7545 -2.1175
S 0.6900 -0.2146 -2.5324
H 2.7892 0.9573 -3.0131
H 1.9366 1.7098 -1.6526
H 2.8462 0.2077 -1.4267
C -1.7511 0.3110 2.2205
N -0.8184 -0.4552 1.6304
C -0.8905 -0.9023 0.2401
O -2.7508 0.7446 1.6772
H -1.5088 0.5473 3.2735
H 0.0408 -0.6466 2.1114
H -1.4385 -0.1707 -0.3481
H -1.4316 -1.8509 0.1617
H 0.0928 -0.9919 -0.2245
```

Summary:
frontier orbital gap	0.2108	Eh
LUMO	3.46	eV
energy relative to the best compared isomer or geometry (same formula, charge and spin)	0.7315	eV
net charge	-1
M	106.2	g/mol

=====

This record from the Open Molecules 2025 dataset describes a molecular structure, C18H14F9I2N2O3Ti. The level of theory is ωB97M-V/def2-TZVPD.

```
49
Properties=species:S:1:pos:R:3
Ti -0.1256 -0.0748 0.4116
C 0.4821 -4.1154 -0.7795
C 0.7429 -3.9299 -2.1370
C 0.5219 -2.6936 -2.6998
C 0.0633 -1.6329 -1.9139
N -0.1689 -1.8247 -0.5906
C 0.0367 -3.0352 -0.0582
C -0.2401 -0.2888 -2.4061
C -0.3922 0.0037 -3.7657
C -0.6928 1.2906 -4.1647
C -0.8166 2.3011 -3.2165
C -0.6751 2.0080 -1.8688
C -0.4149 0.7122 -1.4219
H 0.6484 -5.0677 -0.2979
H 1.1098 -4.7504 -2.7389
H 0.7248 -2.5270 -3.7480
H -0.1774 -3.1286 1.0018
H -0.2923 -0.7736 -4.5148
H -0.8272 1.5110 -5.2160
H -1.0167 3.3169 -3.5355
H -0.7535 2.8161 -1.1500
I -0.8442 4.3311 1.5842
C -2.8743 4.3845 0.9298
I -3.7262 2.5785 0.1432
H -2.9416 5.1075 0.1286
H -3.4864 4.6659 1.7758
N -2.2589 -0.8274 0.7251
C -2.6465 -0.4216 2.0894
C -1.8893 0.8801 2.4085
O -2.2720 1.6450 3.2594
O -0.8418 1.0231 1.6466
H -2.7598 -0.2651 0.0432
H -2.5105 -1.7923 0.5552
H -2.3205 -1.1808 2.8027
H -3.7180 -0.2642 2.2128
F 2.4744 -0.7195 3.7562
C 2.0034 -1.0352 2.5562
F 0.6274 -1.0426 2.6311
F 2.3480 -2.3009 2.2952
C 2.4416 -0.0913 1.3869
O 1.7223 -0.4029 0.2910
C 2.2019 1.4245 1.7938
F 1.5690 2.0213 0.7570
F 1.4289 1.5423 2.8786
F 3.3169 2.1126 2.0487
C 3.9577 -0.3167 1.1015
F 4.7019 -0.2646 2.2185
F 4.4149 0.6066 0.2501
F 4.1454 -1.5149 0.5413
```

Summary:
2S+1	2
frontier orbital gap (spin up / spin down)	0.2534 / 0.3140	Eh
LUMO (spin up / spin down)	-0.17 / -0.22	eV
energy relative to the best compared isomer or geometry (same formula, charge and spin)	0.7041	eV
M	779.0	g/mol

=====

This record from the Open Molecules 2025 dataset describes a molecular structure, C12H20Br2InN4S4. The level of theory is ωB97M-V/def2-TZVPD.

```
43
Properties=species:S:1:pos:R:3
In 0.7053 0.3346 -1.0140
C -2.3435 0.8459 0.1450
C -2.5888 0.1492 -1.1825
N -1.4893 -0.7552 -1.5572
C -1.5441 -2.0925 -0.9503
C -0.6432 -2.2595 0.2528
C -0.4620 -3.4986 0.8485
C 0.3619 -3.5837 1.9542
C 0.9715 -2.4360 2.4454
C 0.7278 -1.2378 1.8067
C 1.2570 0.0807 2.3194
N 1.4622 1.0588 1.2470
C 0.8105 2.3604 1.4385
C -0.7069 2.2537 1.3474
N -1.1394 1.6816 0.0633
N -0.0612 -1.1611 0.7267
H -2.1834 0.1079 0.9310
H -3.2299 1.4293 0.4173
H -2.6774 0.8989 -1.9720
H -3.5428 -0.3871 -1.1373
H -1.4882 -0.8640 -2.5646
H -1.2661 -2.8387 -1.6965
H -2.5718 -2.3205 -0.6422
H -0.9390 -4.3777 0.4377
H 0.5457 -4.5402 2.4239
H 1.6216 -2.4722 3.3082
H 2.1765 -0.0844 2.8835
H 0.5230 0.4796 3.0252
H 2.4572 1.1866 1.1031
H 1.1749 3.0199 0.6468
H 1.0807 2.8173 2.3966
H -1.1350 3.2467 1.5090
H -1.0961 1.6177 2.1443
H -1.3154 2.4267 -0.6047
Br -0.5253 2.1825 -3.7785
C 0.9131 3.4807 -3.8030
Br 2.4142 3.0405 -2.6958
H 0.4991 4.4205 -3.4620
H 1.2588 3.5386 -4.8270
S 4.0067 -0.7058 0.0934
S 3.8189 -2.6168 -0.0928
S 2.2534 -3.0530 -1.4493
S 1.9086 -1.3734 -2.4854
```

Summary:
frontier orbital gap (spin up / spin down)	0.2468 / 0.1838	Eh
LUMO (spin up / spin down)	-3.46 / -4.08	eV
energy relative to the best compared isomer or geometry (same formula, charge and spin)	2.6753	eV
net charge	+1
M	623.2	g/mol

=====

Calculated max |F|, 0.009; 0.050; 0.010 Eh/bohr (same order as the records).